[1]
Density functional theory data (ωB97M-V/def2-TZVPD) for a 4-piece molecular cluster, C27H60BrN3 overall in a non-equilibrium geometry.

Each line ends with the Löwdin charge.
Cartesian coordinates (Å):
C 5.712 19.916 30.528  -0.129
C 5.835 21.418 30.230  -0.257
C 6.715 22.191 31.200  -0.191
C 7.050 23.568 30.605  -0.119
N 7.846 24.467 31.521  -0.274
C 7.929 25.840 30.926  -0.116
C 8.328 26.719 32.083  -0.155
C 7.459 26.188 33.219  -0.115
C 7.269 24.675 32.924  -0.059
C 9.225 23.894 31.694  0.027
H 5.314 19.766 31.540  0.077
H 6.581 19.299 30.332  0.076
H 4.821 19.502 30.047  -0.003
H 4.816 21.802 30.165  0.114
H 6.235 21.491 29.213  0.112
H 7.573 21.634 31.577  0.113
H 6.149 22.364 32.122  0.113
H 6.087 24.011 30.351  0.142
H 7.651 23.500 29.700  0.140
H 8.509 25.864 30.007  0.148
H 6.907 26.108 30.646  0.143
H 9.404 26.754 32.266  0.120
H 8.165 27.759 31.791  0.130
H 7.876 26.304 34.218  0.122
H 6.494 26.692 33.259  0.123
H 7.763 24.006 33.619  0.134
H 6.231 24.386 32.781  0.126
H 9.717 23.794 30.730  0.119
H 9.096 22.894 32.103  0.097
H 9.821 24.420 32.434  0.116
C 5.116 7.053 30.814  -0.103
C 5.032 7.740 29.463  -0.240
C 5.960 8.970 29.279  -0.176
C 5.767 9.941 30.459  -0.123
N 6.337 11.327 30.111  -0.263
C 6.291 12.199 31.369  -0.089
C 6.266 13.613 30.806  -0.163
C 5.596 13.557 29.447  -0.163
C 5.369 12.058 29.207  -0.101
C 7.732 11.250 29.575  0.039
H 4.881 7.770 31.607  0.066
H 6.112 6.730 31.135  0.083
H 4.467 6.182 30.836  0.082
H 4.040 8.194 29.371  0.109
H 5.154 7.020 28.656  0.113
H 5.671 9.527 28.393  0.107
H 6.992 8.625 29.304  0.117
H 6.330 9.600 31.326  0.134
H 4.719 10.072 30.719  0.132
H 7.106 12.076 32.077  0.141
H 5.346 11.990 31.869  0.138
H 7.275 14.027 30.802  0.116
H 5.737 14.290 31.481  0.117
H 6.265 13.927 28.666  0.118
H 4.704 14.153 29.259  0.028
H 5.536 11.754 28.175  0.130
H 4.347 11.747 29.422  0.137
H 8.123 12.242 29.361  0.114
H 7.635 10.827 28.577  0.104
H 8.312 10.625 30.243  0.120
C 0.914 12.961 25.234  -0.103
C 0.876 13.639 26.609  -0.241
C 0.305 15.050 26.459  -0.198
C 0.522 15.900 27.719  -0.136
N 0.092 17.353 27.622  -0.266
C 0.023 17.893 29.026  -0.107
C -0.813 19.181 28.860  -0.150
C -1.872 18.770 27.819  -0.133
C -1.311 17.524 27.091  -0.091
C 1.117 18.107 26.789  0.058
H 1.096 13.593 24.363  0.074
H 0.030 12.355 25.054  0.076
H 1.802 12.321 25.207  0.070
H 1.849 13.748 27.091  0.105
H 0.216 13.040 27.237  0.113
H -0.747 14.957 26.170  0.117
H 0.769 15.595 25.633  0.109
H 1.591 16.003 27.898  0.050
H 0.023 15.445 28.572  0.139
H 1.033 18.072 29.385  0.073
H -0.602 17.287 29.677  0.143
H -0.170 20.019 28.592  0.104
H -1.337 19.504 29.758  0.118
H -1.992 19.561 27.079  0.115
H -2.829 18.595 28.299  0.117
H -1.277 17.749 26.030  0.130
H -1.972 16.689 27.302  0.135
H 0.867 19.145 26.994  0.101
H 0.973 17.824 25.755  0.105
H 2.080 17.885 27.246  0.076
Br 3.681 16.787 29.781  -0.396

Properties
- energy relative to the best compared isomer or geometry (same formula, charge and spin) (eV) = 0.909
- net charge = +2
- LUMO energy (eV) = -3.303
- max |F| (hartree/bohr) = 0.0401


[2]
Density functional theory data (ωB97M-V/def2-TZVPD) for a 8-piece molecular cluster, C27H60Cl2O18P2 overall in a non-equilibrium geometry.

Each line ends with the Löwdin charge.
Cartesian coordinates (Å):
C -4.246 14.214 4.207  -0.087
O -4.917 12.959 4.343  -0.211
P -6.059 12.493 3.343  0.326
O -6.240 11.052 3.351  -0.211
O -7.328 13.368 3.728  -0.220
C -7.981 13.061 4.979  -0.072
O -5.652 13.169 1.969  -0.220
C -6.599 13.194 0.905  -0.093
H -3.175 14.024 4.158  0.090
H -4.443 14.808 5.100  0.085
H -4.570 14.766 3.329  0.081
H -8.936 12.586 4.759  0.094
H -8.137 13.977 5.539  0.079
H -7.375 12.358 5.547  0.070
H -6.755 14.230 0.611  0.091
H -7.570 12.754 1.138  0.089
H -6.218 12.626 0.057  0.091
C -9.862 14.912 8.090  -0.084
O -10.725 15.697 8.920  -0.188
P -11.330 17.015 8.332  0.318
O -12.302 16.915 7.243  -0.223
O -10.045 17.881 7.988  -0.229
C -10.181 19.058 7.173  -0.072
O -11.868 17.671 9.662  -0.198
C -13.071 18.419 9.673  -0.102
H -9.883 13.882 8.428  0.090
H -8.831 15.271 8.115  0.068
H -10.168 14.980 7.041  0.087
H -11.236 19.296 7.034  0.081
H -9.698 18.930 6.210  0.089
H -9.741 19.873 7.746  0.088
H -13.868 17.872 10.178  0.090
H -13.418 18.707 8.682  0.081
H -12.878 19.324 10.254  0.090
C -6.757 14.634 14.210  -0.069
C -5.332 15.116 14.063  -0.246
O -5.131 15.318 12.642  -0.052
C -4.149 16.149 12.280  -0.539
C -4.160 16.426 10.807  0.028
O -3.446 16.737 13.064  0.101
H -6.964 13.777 13.575  0.070
H -7.422 15.461 13.957  0.081
H -6.968 14.388 15.251  0.079
H -5.161 16.074 14.549  0.119
H -4.599 14.396 14.426  0.002
H -3.705 15.591 10.257  0.096
H -3.584 17.305 10.546  0.097
H -5.180 16.438 10.441  0.043
C -2.978 11.557 8.721  -0.073
C -4.252 12.140 8.158  -0.221
O -4.977 12.650 9.283  -0.030
C -6.213 13.136 9.072  -0.523
C -6.677 14.015 10.199  0.030
O -6.878 12.868 8.102  0.101
H -2.389 12.335 9.222  0.076
H -2.300 11.076 8.023  0.083
H -3.256 10.886 9.536  0.047
H -4.117 12.928 7.414  0.123
H -4.732 11.327 7.611  0.095
H -5.927 14.050 10.988  0.065
H -7.618 13.678 10.630  0.090
H -6.819 15.023 9.812  0.055
C -7.699 17.348 10.407  -0.053
C -6.744 18.503 10.158  -0.197
O -6.110 18.861 11.395  -0.025
C -6.693 19.719 12.230  -0.549
C -5.888 19.907 13.485  0.029
O -7.741 20.270 12.011  0.106
H -7.789 16.748 9.500  0.055
H -8.700 17.698 10.654  0.086
H -7.347 16.723 11.228  0.076
H -5.917 18.213 9.513  0.108
H -7.209 19.363 9.675  0.123
H -5.907 18.975 14.054  0.086
H -6.299 20.710 14.083  0.085
H -4.850 20.109 13.220  0.092
C -6.755 9.358 10.873  -0.057
C -7.700 10.467 11.279  -0.199
O -9.041 9.965 11.117  -0.005
C -10.015 10.882 11.125  -0.538
C -11.380 10.268 11.283  0.025
O -9.840 12.053 10.887  0.089
H -5.724 9.667 10.990  0.034
H -6.958 8.974 9.873  0.071
H -7.021 8.476 11.466  0.081
H -7.594 10.703 12.337  0.130
H -7.577 11.330 10.628  0.096
H -11.889 10.626 12.176  0.090
H -11.306 9.186 11.291  0.083
H -11.970 10.639 10.446  0.092
C -4.855 8.597 7.776  -0.072
C -5.632 7.298 7.750  -0.207
O -5.503 6.701 9.054  -0.028
C -6.235 5.603 9.286  -0.554
C -6.088 5.118 10.698  0.019
O -6.919 5.072 8.455  0.111
H -3.962 8.536 8.394  0.083
H -5.499 9.436 8.035  0.053
H -4.567 8.852 6.751  0.088
H -6.666 7.546 7.520  0.128
H -5.214 6.594 7.035  0.126
H -6.423 4.094 10.820  0.085
H -6.578 5.756 11.432  0.080
H -5.024 5.140 10.957  0.089
Cl -4.420 12.398 15.097  0.618
C -3.301 12.129 13.767  -0.979
Cl -4.071 11.318 12.402  0.588
H -2.902 13.072 13.403  0.031
H -2.439 11.572 14.121  0.034

Properties
- SMILES = COP(=O)(OC)OC.COP(=O)(OC)OC.CCOC(C)=O.CCOC(C)=O.CCOC(C)=O.CCOC(C)=O.CCOC(C)=O.ClCCl
- LUMO energy (eV) = 0.279
- max |F| (hartree/bohr) = 0.0272